C3H3O3P | wB97M-V/def2-TZVPD

Each line ends with the Mulliken spin population.
Positions of all 10 atoms, in Å:
1 C 0.47 -0.39 0.58  0.164
2 C 3.28 1.05 0.00  0.011
3 C -0.52 -0.25 -0.33  0.189
4 O 3.07 2.02 -0.56  0.009
5 O 3.48 0.09 0.58  0.004
6 O 2.14 -1.64 -1.05  0.441
7 P 1.77 -1.69 0.33  1.147
8 H 0.16 -0.07 1.62  0.010
9 H -0.61 -0.78 -1.18  0.006
10 H -1.38 0.50 -0.14  0.019

Calculated values
HOMO (alpha / beta) = -6.68 / -10.69 eV
Multiplicity = 3
Expectation value of S² = 2.016
Lowest unoccupied orbital energy (alpha / beta) = 0.6 / -2.6 eV
E_tot = -18587.361 eV
Orbital gap (alpha / beta) = 7.24 / 8.09 eV

C10H15N5 | wB97M-V/def2-TZVPD

Each line ends with the natural charge from an NBO analysis.
Positions of all 30 atoms, in Å:
1 C -4.08 0.12 -1.41  -0.727
2 C -5.47 0.36 -1.89  0.286
3 N -6.53 0.54 -2.35  -0.338
4 H -3.44 1.00 -1.42  0.255
5 H -3.53 -0.68 -1.89  0.260
6 H -4.20 -0.18 -0.37  0.262
7 C 4.97 1.01 -2.18  -0.722
8 C 4.34 0.63 -0.90  0.319
9 N 3.85 0.26 0.07  -0.371
10 H 5.34 0.16 -2.74  0.262
11 H 5.80 1.69 -1.99  0.256
12 H 4.29 1.64 -2.75  0.259
13 C 0.55 -0.63 1.63  -0.739
14 C -0.17 0.06 0.59  0.329
15 N -0.78 0.60 -0.24  -0.381
16 H 1.54 -0.93 1.28  0.270
17 H -0.09 -1.49 1.83  0.256
18 H 0.79 -0.04 2.51  0.265
19 C -3.30 3.24 -0.15  -0.735
20 C -3.54 2.48 1.09  0.298
21 N -3.81 1.87 2.02  -0.345
22 H -4.18 3.08 -0.77  0.255
23 H -2.41 2.78 -0.59  0.268
24 H -3.15 4.32 -0.10  0.258
25 C 2.87 -3.24 2.08  -0.716
26 C 2.85 -4.40 1.11  0.285
27 N 2.85 -5.31 0.41  -0.329
28 H 1.85 -3.08 2.43  0.244
29 H 3.31 -2.30 1.75  0.263
30 H 3.50 -3.54 2.92  0.254

Calculated values
HOMO = -11.44 eV
Lowest unoccupied orbital energy = 0.3 eV
E_tot = -18061.720 eV
Orbital gap = 11.79 eV

C24H20N2O8Ti | wB97M-V/def2-TZVPD

Each line ends with the Mulliken spin population.
Positions of all 55 atoms, in Å:
1 Ti -0.96 -0.92 0.14  0.207
2 O -1.05 -2.38 3.86  0.052
3 C -1.03 -2.22 2.66  0.014
4 O -0.93 -1.06 2.04  -0.007
5 C -1.16 -3.32 1.67  0.225
6 C -1.31 -4.66 1.88  -0.118
7 C -1.48 -5.52 0.77  0.290
8 C -1.51 -4.97 -0.52  -0.123
9 C -1.35 -3.62 -0.68  0.236
10 N -1.15 -2.80 0.40  0.077
11 C -1.45 -2.80 -1.91  0.020
12 O -1.62 -3.24 -3.03  0.059
13 O -1.38 -1.52 -1.59  -0.009
14 H -1.31 -5.04 2.89  -0.008
15 H -1.59 -6.58 0.92  0.029
16 H -1.66 -5.59 -1.40  -0.008
17 C 4.10 2.33 -2.90  0.000
18 C 2.62 2.06 -2.73  0.000
19 C 1.90 1.54 -3.79  0.000
20 C 0.53 1.32 -3.67  0.000
21 C -0.09 1.56 -2.46  0.000
22 C 0.64 2.02 -1.37  -0.002
23 N -0.06 2.21 -0.16  -0.003
24 C 0.34 1.94 1.16  0.002
25 C -0.25 2.72 2.16  0.002
26 C 0.16 2.61 3.48  0.000
27 C 1.20 1.75 3.82  0.000
28 C 1.75 0.95 2.84  -0.002
29 C 1.29 0.98 1.52  -0.003
30 C 1.79 -0.13 0.63  0.013
31 O 2.97 -0.41 0.60  0.002
32 O 0.87 -0.82 -0.01  0.013
33 C 1.99 2.35 -1.52  0.003
34 C 2.77 3.07 -0.44  -0.001
35 H 4.45 1.94 -3.85  0.000
36 H 4.68 1.87 -2.10  0.000
37 H 4.30 3.40 -2.88  0.000
38 H 2.40 1.31 -4.72  0.000
39 H -0.03 0.91 -4.50  0.000
40 H -1.15 1.35 -2.34  -0.001
41 H -1.05 2.36 -0.26  -0.001
42 H -1.03 3.42 1.89  0.000
43 H -0.31 3.22 4.24  0.000
44 H 1.55 1.68 4.84  0.000
45 H 2.51 0.22 3.08  0.000
46 H 2.11 3.51 0.30  0.000
47 H 3.36 3.87 -0.89  0.000
48 H 3.46 2.39 0.08  0.000
49 C -4.46 -1.03 0.33  0.001
50 C -3.74 0.29 0.19  -0.005
51 O -4.32 1.35 0.04  0.000
52 O -2.43 0.20 0.25  0.039
53 H -5.53 -0.87 0.35  0.001
54 H -4.13 -1.53 1.24  0.003
55 H -4.20 -1.66 -0.52  0.003

Calculated values
HOMO (alpha / beta) = -3.35 / -5.36 eV
Multiplicity = 2
Total charge = -1
Expectation value of S² = 0.779
Lowest unoccupied orbital energy (alpha / beta) = 2.8 / 2.5 eV
E_tot = -67696.817 eV
Orbital gap (alpha / beta) = 6.16 / 7.82 eV

H3NOP2 | wB97M-V/def2-TZVPD

Each line ends with the natural charge from an NBO analysis.
Positions of all 7 atoms, in Å:
1 N 2.67 -0.92 -0.58  -0.235
2 O 3.80 -0.88 -0.89  -0.299
3 P 0.25 -1.18 0.67  0.012
4 P 1.55 0.12 -0.43  0.605
5 H -0.86 -0.63 -0.01  -0.002
6 H 0.33 -2.43 -0.09  0.025
7 H 0.49 1.56 -0.33  -0.106

Calculated values
HOMO (alpha / beta) = -9.03 / -8.81 eV
Lowest unoccupied orbital energy (alpha / beta) = -0.9 / -0.8 eV
E_tot = -22157.906 eV
Orbital gap (alpha / beta) = 8.15 / 7.98 eV

C4H11N3O2 | wB97M-V/def2-TZVPD

Each line ends with the natural charge from an NBO analysis.
Positions of all 20 atoms, in Å:
1 H 2.00 0.81 2.05  0.340
2 N 1.34 0.49 2.76  -0.719
3 C 0.12 0.41 2.45  0.561
4 N -0.86 0.30 3.47  -0.898
5 N -0.39 0.78 1.20  -0.627
6 C -1.82 0.36 0.96  -0.405
7 H -0.89 1.14 4.03  0.390
8 H -0.80 -0.54 4.02  0.388
9 H 0.13 0.54 0.38  0.385
10 H -2.53 1.12 1.26  0.205
11 H -1.93 -0.64 1.34  0.193
12 H -1.86 0.32 -0.13  0.187
13 C -0.58 -1.52 -2.66  -0.729
14 C 0.48 -0.45 -2.67  0.790
15 O 0.23 0.72 -2.55  -0.599
16 O 1.76 -0.87 -2.66  -0.694
17 H -0.77 -1.91 -3.66  0.246
18 H -1.45 -0.91 -2.48  0.243
19 H -0.35 -2.23 -1.89  0.243
20 H 2.36 -0.15 -2.93  0.501

Calculated values
HOMO = -8.84 eV
Lowest unoccupied orbital energy = 0.5 eV
E_tot = -12891.253 eV
Orbital gap = 9.38 eV

C2H23O10 | wB97M-V/def2-TZVPD

Each line ends with the natural charge from an NBO analysis.
Positions of all 35 atoms, in Å:
1 C 0.39 -1.21 -0.25  -0.643
2 C -0.54 0.01 -0.13  -0.161
3 O -0.03 1.24 -0.56  -0.831
4 H 0.05 -2.07 0.32  0.125
5 H 1.37 -1.00 0.18  0.217
6 H 0.53 -1.46 -1.30  0.241
7 H -0.65 0.14 0.95  0.173
8 H -1.59 -0.16 -0.38  0.136
9 O 0.56 -0.02 -2.70  -0.963
10 H 0.13 0.09 -1.85  0.467
11 H 1.47 -0.20 -2.48  0.478
12 O 2.39 0.81 -0.93  -0.998
13 H 1.47 0.72 -0.69  0.476
14 H 2.87 0.40 -0.21  0.420
15 O -3.39 0.79 -0.45  -0.920
16 H -3.32 -0.04 -0.91  0.475
17 H -4.13 0.68 0.15  0.478
18 O -2.71 1.21 1.69  -0.966
19 H -3.16 2.01 1.44  0.449
20 H -2.43 0.82 0.87  0.490
21 O -0.38 -1.98 2.68  -0.935
22 H 0.45 -1.52 2.72  0.461
23 H -0.52 -2.14 1.74  0.468
24 O -0.36 2.52 -2.05  -1.035
25 H 0.02 3.14 -1.43  0.447
26 H -0.22 1.66 -1.65  0.457
27 O 3.23 -0.55 0.52  -0.899
28 H 3.50 -1.20 1.17  0.478
29 H 2.80 0.13 1.04  0.488
30 O 1.65 -3.35 -0.02  -0.912
31 H 0.75 -3.66 0.05  0.466
32 H 1.95 -3.26 0.88  0.456
33 O -0.60 2.76 0.79  -1.013
34 H -0.08 2.01 0.51  0.477
35 H -1.42 2.68 0.30  0.449

Calculated values
HOMO = -4.09 eV
Total charge = -1
Lowest unoccupied orbital energy = 2.2 eV
E_tot = -22915.507 eV
Orbital gap = 6.27 eV

C8H12N3 | wB97M-V/def2-TZVPD

Each line ends with the natural charge from an NBO analysis.
Positions of all 23 atoms, in Å:
1 C 3.89 -0.76 0.21  -0.005
2 C 2.62 -1.38 0.42  0.040
3 C 2.91 1.16 -0.45  -0.001
4 C 1.62 0.70 -0.08  0.371
5 C -0.13 2.34 0.09  0.071
6 C -2.33 0.20 0.47  -0.647
7 C -1.13 -1.68 -0.50  -0.545
8 C -1.55 -0.45 -0.69  -0.088
9 N 4.01 0.47 -0.32  -0.286
10 N 1.51 -0.66 0.09  -0.436
11 N 0.45 1.29 -0.38  -0.420
12 H 4.81 -1.25 0.53  0.238
13 H 2.64 -2.43 0.64  0.254
14 H 3.03 2.14 -0.98  0.241
15 H -0.84 2.82 -0.51  0.206
16 H 0.14 2.81 1.11  0.199
17 H -1.52 0.77 0.96  0.197
18 H -3.05 0.93 0.03  0.235
19 H -2.66 -0.53 1.14  0.229
20 H -1.35 -2.15 0.45  0.224
21 H 0.61 -1.11 0.08  0.464
22 H -0.90 -2.27 -1.44  0.242
23 H -1.67 0.14 -1.56  0.217

Calculated values
HOMO = -13.33 eV
Total charge = +1
Lowest unoccupied orbital energy = -5.0 eV
E_tot = -12951.068 eV
Orbital gap = 8.38 eV

C21H36P2PtS | wB97M-V/def2-TZVPD

Each line ends with the Mulliken spin population.
Positions of all 61 atoms, in Å:
1 P 1.38 2.49 -1.16  0.046
2 P -2.34 1.49 -1.69  0.102
3 C 0.13 2.60 -2.51  0.075
4 C -1.25 2.91 -1.95  -0.002
5 H 0.16 1.67 -3.12  -0.025
6 H 0.45 3.42 -3.16  0.001
7 H -1.25 3.45 -0.99  -0.004
8 H -1.76 3.56 -2.68  0.006
9 C -3.00 1.49 -3.42  0.011
10 H -3.77 0.72 -3.59  -0.002
11 H -2.21 1.31 -4.15  -0.010
12 H -3.43 2.47 -3.63  0.000
13 C -3.78 2.01 -0.77  0.015
14 H -4.51 2.45 -1.46  0.004
15 H -3.47 2.77 -0.04  0.000
16 H -4.24 1.17 -0.24  -0.001
17 C 2.94 2.82 -2.06  0.016
18 H 3.79 2.66 -1.38  -0.001
19 H 2.94 3.88 -2.39  0.001
20 H 3.06 2.17 -2.93  -0.016
21 C 1.17 3.94 -0.14  0.019
22 H 0.13 4.11 0.14  -0.004
23 H 1.52 4.81 -0.72  0.004
24 H 1.78 3.84 0.78  0.004
25 Pt -0.35 0.21 3.14  1.001
26 C -1.82 -0.31 -1.61  0.106
27 C -1.27 -1.01 -2.75  0.525
28 C 0.12 -1.05 -3.13  0.188
29 C 1.21 -1.42 -2.05  0.097
30 C 1.90 -0.25 -1.57  0.605
31 C 1.39 0.76 -0.70  0.030
32 C 0.07 0.47 0.20  0.204
33 C -1.02 -0.49 -0.22  0.213
34 C 1.58 -0.18 3.57  0.147
35 H -2.81 -0.76 -1.39  -0.010
36 H -2.02 -1.55 -3.33  -0.019
37 H 0.39 -0.09 -3.61  0.011
38 H 0.18 -1.83 -3.91  0.010
39 H 0.78 -2.05 -1.26  0.008
40 H 1.94 -2.04 -2.56  -0.002
41 H 2.98 -0.23 -1.71  -0.014
42 H 2.19 0.90 0.08  0.062
43 H -0.37 1.45 0.49  -0.038
44 H 0.48 0.05 1.19  -0.129
45 H -0.64 -1.51 -0.13  -0.121
46 H -1.74 -0.43 0.62  0.047
47 H 1.65 -0.67 4.54  -0.021
48 H 2.09 0.79 3.53  0.022
49 H 1.92 -0.84 2.77  -0.009
50 S -1.08 -1.92 3.39  0.756
51 C -0.06 -3.23 3.94  -0.011
52 C 0.34 -3.31 5.30  0.061
53 C 0.99 -4.45 5.78  -0.024
54 C 1.25 -5.53 4.93  0.057
55 C 0.88 -5.45 3.57  -0.021
56 C 0.22 -4.32 3.10  0.038
57 H 0.09 -2.47 5.96  0.000
58 H 1.32 -4.49 6.83  0.000
59 H 1.76 -6.42 5.31  0.003
60 H 1.11 -6.28 2.91  0.000
61 H -0.12 -4.26 2.07  -0.008

Calculated values
HOMO (alpha / beta) = -11.42 / -12.94 eV
Multiplicity = 5
Total charge = +2
Expectation value of S² = 6.028
Lowest unoccupied orbital energy (alpha / beta) = -5.6 / -6.8 eV
E_tot = -54998.803 eV
Orbital gap (alpha / beta) = 5.78 / 6.19 eV